1.
C40H55Cl2FeN2O2 as an isolated structure at a distorted geometry, computed with ωB97M-V with the def2-TZVPD basis set.

Last column: Mulliken spin population.
Element x y z (Å)
Fe -0.62 -0.73 0.02  3.47
C -3.73 1.94 0.77  0.00
C -3.41 0.55 1.26  -0.02
C -3.85 -0.61 0.62  0.02
C -4.75 -0.56 -0.59  0.00
C -3.51 -1.87 1.14  0.00
C -3.86 -3.13 0.40  0.01
C -2.84 -1.96 2.36  0.00
C -2.58 -3.30 3.01  0.00
C -2.42 -0.80 3.02  -0.01
C -1.72 -0.89 4.35  0.00
C -2.64 0.45 2.43  0.02
C -2.09 1.69 3.07  0.00
H -4.54 1.95 0.04  0.00
H -2.86 2.40 0.30  0.00
H -4.04 2.57 1.60  0.00
H -5.57 -1.26 -0.49  0.00
H -4.20 -0.80 -1.50  0.00
H -5.20 0.42 -0.73  0.00
H -4.60 -3.72 0.95  0.00
H -2.96 -3.73 0.27  0.00
H -4.26 -2.93 -0.59  0.00
H -3.28 -3.44 3.85  0.00
H -1.57 -3.35 3.40  0.00
H -2.71 -4.12 2.32  0.00
H -0.64 -0.97 4.18  0.00
H -2.03 -1.77 4.90  0.00
H -1.92 -0.02 4.96  0.00
H -2.82 2.13 3.76  0.00
H -1.85 2.44 2.32  0.00
H -1.19 1.47 3.63  0.00
C 0.61 -4.22 -2.32  0.00
C 1.09 -2.77 -2.36  -0.01
C 1.19 -2.29 -3.82  0.00
C 2.44 -2.53 -1.72  -0.01
C 3.49 -3.38 -2.02  -0.01
C 4.79 -3.12 -1.60  0.01
C 5.04 -1.92 -0.95  -0.01
C 4.03 -1.04 -0.63  -0.01
C 4.43 0.34 -0.12  0.00
C 5.27 1.06 -1.17  0.00
C 5.18 0.27 1.22  0.00
C 2.68 -1.38 -0.91  0.06
N 1.63 -0.60 -0.54  0.09
C 1.62 0.07 0.63  0.05
C 0.77 1.15 0.85  0.05
N -0.01 1.58 -0.17  0.07
C -0.44 2.78 -0.57  0.03
C -1.39 2.72 -1.66  0.00
C -1.93 3.86 -2.20  -0.02
C -1.56 5.12 -1.75  0.02
C -0.59 5.20 -0.76  -0.01
C -0.02 4.09 -0.15  0.02
C 1.05 4.45 0.87  0.00
C 0.58 4.30 2.32  0.00
C 2.41 3.80 0.64  0.01
C -1.73 1.37 -2.25  0.01
C -0.53 0.87 -3.07  0.04
C -2.97 1.36 -3.14  0.01
H -0.34 -4.31 -2.84  0.00
H 0.46 -4.54 -1.30  0.00
H 1.32 -4.89 -2.80  0.00
H 0.35 -2.15 -1.84  0.03
H 1.86 -2.94 -4.38  0.00
H 1.59 -1.28 -3.85  0.00
H 0.21 -2.30 -4.30  0.00
H 3.31 -4.28 -2.59  0.00
H 5.59 -3.81 -1.81  0.00
H 6.07 -1.67 -0.72  0.00
H 3.52 0.93 0.02  0.01
H 6.21 0.53 -1.35  0.00
H 5.51 2.07 -0.83  0.00
H 4.73 1.13 -2.11  0.00
H 6.15 -0.19 1.09  0.00
H 4.62 -0.31 1.95  0.00
H 5.32 1.28 1.62  0.00
H 2.28 -0.25 1.44  -0.01
H 0.75 1.59 1.84  0.03
H -2.64 3.80 -3.01  0.00
H -1.98 6.01 -2.17  0.00
H -0.27 6.18 -0.45  0.00
H 1.22 5.53 0.74  0.00
H 0.43 3.26 2.59  0.00
H -0.37 4.83 2.46  0.00
H 1.31 4.73 3.00  0.00
H 2.38 2.73 0.79  0.01
H 3.14 4.22 1.33  0.00
H 2.75 4.00 -0.38  0.00
H -1.90 0.65 -1.43  0.01
H -0.26 1.60 -3.83  0.00
H -0.77 -0.07 -3.56  -0.01
H 0.32 0.72 -2.41  0.00
H -2.79 1.90 -4.07  0.00
H -3.83 1.80 -2.64  0.00
H -3.22 0.33 -3.41  0.00
Cl 0.05 -5.66 1.67  0.00
C 0.97 -4.17 1.76  0.00
Cl 1.61 -3.95 3.39  0.00
C 0.09 -2.95 1.32  -0.01
O 0.20 -1.91 1.96  0.04
O -0.62 -3.14 0.32  0.02
H 1.83 -4.26 1.09  0.00

**Multiplicity**: 5
**Energy relative to the best compared isomer or geometry (same formula, charge and spin)**: 0.0 kcal per mole
**<S²>**: 6.016
**HOMO-LUMO gap (spin up / spin down)**: 5.66 / 5.81 eV
**Total charge**: -1

---

2.
C40H56AsCl3N4OP2RhS as an isolated structure, computed with ωB97M-V with the def2-TZVPD basis set.

Last column: Mulliken spin population.
Element x y z (Å)
Rh 0.82 -1.02 0.21  2.20
C 3.27 -3.31 -1.41  0.00
P 2.96 -1.71 -0.61  0.12
C 3.72 -1.83 1.08  -0.06
N 5.01 -1.60 1.17  0.00
C 5.59 -1.66 2.39  0.01
C 6.97 -1.41 2.52  0.00
C 7.54 -1.44 3.76  0.00
C 6.76 -1.71 4.92  0.01
C 5.42 -1.95 4.82  0.00
C 4.81 -1.92 3.55  0.01
N 3.47 -2.13 3.44  0.01
C 2.93 -2.11 2.25  0.03
P 1.10 -2.38 2.17  0.11
C 0.52 -1.67 3.74  0.07
C 0.80 -4.21 2.35  0.02
C 1.37 -4.72 3.68  0.01
C -0.71 -4.46 2.30  0.01
C 1.47 -4.93 1.18  0.02
C 3.90 -0.51 -1.68  0.06
C 3.88 0.86 -0.98  -0.02
C 5.34 -0.92 -1.99  0.01
C 3.09 -0.43 -2.99  -0.01
H 4.35 -3.44 -1.48  0.00
H 2.83 -3.32 -2.41  0.00
H 2.85 -4.13 -0.84  0.00
H 7.56 -1.22 1.63  0.00
H 8.60 -1.25 3.86  0.00
H 7.25 -1.74 5.88  0.00
H 4.82 -2.17 5.69  0.00
H 1.13 -2.05 4.55  0.00
H -0.52 -1.93 3.91  0.00
H 0.61 -0.59 3.71  -0.03
H 0.80 -4.35 4.54  0.00
H 2.42 -4.45 3.82  0.00
H 1.30 -5.81 3.68  0.00
H -1.26 -3.90 3.07  0.00
H -0.90 -5.52 2.49  0.00
H -1.13 -4.23 1.32  -0.01
H 2.56 -4.87 1.24  0.00
H 1.13 -4.53 0.22  0.01
H 1.19 -5.99 1.20  0.00
H 4.52 0.86 -0.10  0.00
H 2.87 1.13 -0.69  0.07
H 4.25 1.62 -1.67  0.00
H 5.94 -1.04 -1.10  0.00
H 5.78 -0.13 -2.60  0.00
H 5.39 -1.84 -2.58  0.00
H 2.04 -0.17 -2.82  0.02
H 3.13 -1.36 -3.56  0.00
H 3.53 0.35 -3.62  0.00
C 1.71 3.74 0.03  0.01
C 0.46 2.85 0.12  0.02
As 0.60 1.29 1.27  0.13
C -1.22 1.28 2.00  0.00
C -1.48 2.35 3.06  0.01
C 1.70 1.87 2.77  0.02
C 3.20 1.68 2.56  -0.02
H 1.51 4.58 -0.64  0.00
H 2.57 3.21 -0.35  0.00
H 1.97 4.16 1.00  0.00
H 0.17 2.49 -0.87  -0.01
H -0.38 3.42 0.53  0.00
H -1.42 0.28 2.39  0.00
H -1.86 1.41 1.13  0.00
H -0.87 2.22 3.95  0.00
H -2.53 2.31 3.37  0.00
H -1.30 3.36 2.67  0.00
H 1.35 1.32 3.64  0.01
H 1.44 2.92 2.93  0.00
H 3.45 0.63 2.41  0.02
H 3.73 2.03 3.44  0.00
H 3.57 2.25 1.71  0.00
Cl -10.08 2.40 -4.38  0.00
C -8.53 2.06 -3.76  0.01
C -7.58 1.44 -4.57  0.00
C -6.32 1.18 -4.06  0.01
C -5.96 1.56 -2.77  0.02
C -4.54 1.30 -2.30  -0.01
C -4.31 -0.20 -2.25  0.00
N -3.23 -0.67 -1.37  0.01
C -3.43 -1.42 -0.23  0.01
C -2.20 -1.67 0.29  0.04
N -1.24 -1.07 -0.51  0.05
C -1.90 -0.45 -1.48  0.02
O -3.56 1.84 -3.20  0.01
C -3.37 3.26 -3.21  0.01
C -4.41 4.01 -4.01  0.08
C -5.34 4.98 -3.50  0.33
Cl -5.42 5.51 -1.94  0.15
S -6.41 5.63 -4.68  -0.06
C -5.64 4.67 -5.86  0.34
C -4.59 3.88 -5.37  0.10
C -6.94 2.14 -1.97  0.01
Cl -6.62 2.54 -0.32  0.01
C -8.22 2.40 -2.46  -0.01
H -7.85 1.14 -5.58  0.00
H -5.58 0.71 -4.70  0.00
H -4.40 1.73 -1.31  0.00
H -4.10 -0.55 -3.26  0.00
H -5.21 -0.69 -1.91  0.00
H -4.41 -1.74 0.08  0.00
H -1.95 -2.25 1.16  0.00
H -1.46 0.07 -2.32  0.01
H -2.41 3.41 -3.70  0.01
H -3.30 3.65 -2.19  0.00
H -5.97 4.73 -6.89  0.01
H -4.00 3.22 -5.99  0.00
H -8.96 2.86 -1.82  0.00

**Multiplicity**: 5
**Energy relative to the best compared isomer or geometry (same formula, charge and spin)**: 0.0 kcal per mole
**<S²>**: 6.023
**HOMO-LUMO gap (spin up / spin down)**: 7.18 / 4.47 eV
**Total charge**: +3

---

3.
A 3-piece molecular cluster, C40H56BBrCl2F6N2O8 overall at a distorted geometry, computed with ωB97M-V with the def2-TZVPD basis set.

Last column: Mulliken charge in e.
Element x y z (Å)
C 2.95 4.82 3.52  -0.96
C 2.35 6.00 2.75  -0.48
C 2.02 5.70 1.28  -1.00
C 1.24 4.40 1.03  -0.06
C -0.26 4.64 0.74  -1.13
C -0.64 4.51 -0.73  -1.01
C -0.88 3.05 -1.18  -0.57
C 0.32 2.38 -1.91  -0.87
C -0.01 2.01 -3.37  -0.97
C 0.80 0.83 -3.91  -0.86
C 0.10 0.14 -5.12  -1.92
C 0.05 -1.35 -4.93  0.84
C 1.04 -2.18 -5.29  0.48
N 2.22 -1.69 -5.88  -0.18
C 3.33 -2.63 -6.14  -1.03
C 3.96 -3.15 -4.86  0.29
C 5.36 -3.71 -5.12  -0.60
C 5.92 -4.42 -3.88  -1.12
C 0.81 -3.63 -5.04  -1.00
O 1.16 -4.50 -5.81  -0.54
C 0.05 -3.97 -3.78  0.70
C 0.32 -5.09 -3.02  1.01
Br 1.71 -6.29 -3.49  -0.15
C -0.43 -5.35 -1.86  1.02
C -0.16 -6.58 -1.03  -2.28
B 0.95 -6.41 0.09  0.86
O 0.57 -6.70 1.38  -0.57
O 2.22 -5.99 -0.22  -0.53
C -1.43 -4.45 -1.50  0.12
C -2.22 -4.70 -0.27  -1.01
Cl -3.72 -5.53 -0.49  -0.20
C -1.82 -4.33 0.95  0.84
C -0.55 -3.60 1.25  -1.70
Cl -2.76 -4.66 2.36  -0.21
C -1.73 -3.32 -2.27  0.09
N -2.80 -2.52 -1.91  -0.52
C -2.66 -1.29 -1.63  0.64
C -1.37 -0.72 -1.06  0.24
C -3.81 -0.35 -1.82  -1.33
C -0.96 -3.08 -3.41  1.19
C -1.17 -1.89 -4.29  -0.23
O -2.26 -1.39 -4.49  -0.61
H 3.64 4.25 2.90  0.33
H 2.16 4.13 3.82  0.32
H 3.49 5.18 4.40  0.20
H 3.07 6.82 2.76  0.38
H 1.45 6.37 3.25  0.21
H 2.94 5.73 0.69  0.40
H 1.41 6.53 0.92  0.39
H 1.33 3.70 1.86  0.37
H 1.66 3.92 0.14  0.09
H -0.88 3.96 1.33  0.42
H -0.52 5.65 1.10  0.52
H -1.59 5.03 -0.86  0.40
H 0.10 5.01 -1.36  0.43
H -1.16 2.48 -0.29  0.15
H -1.76 3.04 -1.83  0.50
H 0.62 1.50 -1.35  0.41
H 1.14 3.09 -1.87  0.69
H 0.20 2.90 -3.97  0.29
H -1.07 1.76 -3.42  0.51
H 1.76 1.20 -4.25  0.49
H 1.01 0.10 -3.12  0.56
H 0.68 0.39 -6.01  0.46
H -0.91 0.53 -5.19  0.63
H 1.99 -1.15 -6.70  0.31
H 4.08 -2.07 -6.69  0.61
H 3.02 -3.44 -6.80  0.24
H 3.96 -2.41 -4.07  0.35
H 3.39 -4.01 -4.50  -0.18
H 5.26 -4.47 -5.90  0.30
H 6.04 -2.93 -5.48  0.38
H 5.48 -4.03 -2.96  0.27
H 7.00 -4.28 -3.81  0.36
H 5.71 -5.49 -3.91  0.28
H -1.07 -6.89 -0.52  0.29
H 0.14 -7.41 -1.67  0.71
H 1.19 -6.39 2.05  0.25
H 2.73 -5.72 0.56  0.25
H 0.08 -4.19 1.92  0.36
H 0.00 -3.34 0.35  0.31
H -0.78 -2.68 1.80  0.49
H -0.55 -0.74 -1.77  -0.12
H -1.14 -1.31 -0.18  -0.19
H -1.53 0.30 -0.72  -0.05
H -4.70 -0.68 -1.27  0.36
H -3.56 0.65 -1.48  0.29
H -4.08 -0.30 -2.87  0.31
C -7.92 -2.08 1.82  -1.10
C -8.16 -0.97 2.82  -0.22
O -7.50 0.25 2.42  -0.32
C -8.13 0.99 1.52  0.32
O -9.18 0.76 1.00  -0.51
C -7.31 2.26 1.24  0.93
F -6.01 1.98 1.08  -0.24
F -7.43 3.12 2.25  -0.26
F -7.74 2.86 0.13  -0.24
H -6.85 -2.23 1.67  0.31
H -8.36 -3.01 2.18  0.37
H -8.36 -1.84 0.85  0.32
H -7.74 -1.22 3.79  0.32
H -9.23 -0.78 2.96  0.33
C 2.06 3.87 9.90  -1.09
C 2.87 5.15 9.96  -0.22
O 4.13 5.01 9.27  -0.34
C 4.09 5.15 7.96  0.39
O 3.13 5.38 7.28  -0.50
C 5.51 5.02 7.38  0.88
F 6.16 3.98 7.91  -0.25
F 6.22 6.13 7.64  -0.27
F 5.46 4.85 6.06  -0.21
H 2.64 3.04 10.28  0.30
H 1.16 3.98 10.49  0.37
H 1.78 3.64 8.87  0.31
H 3.13 5.39 10.99  0.31
H 2.32 6.00 9.55  0.32

**Energy relative to the best compared isomer or geometry (same formula, charge and spin)**: 0.0 kcal per mole
**HOMO-LUMO gap**: 7.71 eV
**Total charge**: 0

---

4.
C40H56CdGeN6OS2 as an isolated structure at a distorted geometry, computed with ωB97M-V with the def2-TZVPD basis set.

Last column: Mulliken charge in e.
Element x y z (Å)
Cd 0.45 0.20 -0.79  1.23
C -1.30 2.59 -2.56  -1.13
N -1.89 1.39 -2.00  1.42
C -3.13 1.70 -1.31  -1.17
C -2.08 0.36 -3.00  -1.20
C -0.79 -0.05 -3.66  1.69
C -0.79 -0.28 -5.04  -0.46
C 0.37 -0.65 -5.71  -0.91
C 1.54 -0.78 -4.98  -0.47
C 1.53 -0.57 -3.60  -0.02
C 0.38 -0.22 -2.89  -1.10
H -1.99 3.11 -3.24  0.34
H -0.39 2.34 -3.11  0.30
H -1.02 3.27 -1.76  0.05
H -3.87 2.17 -1.99  0.34
H -2.94 2.39 -0.49  0.13
H -3.56 0.80 -0.89  0.19
H -2.81 0.69 -3.78  0.26
H -2.53 -0.51 -2.50  0.11
H -1.72 -0.14 -5.59  0.33
H 0.36 -0.81 -6.78  0.32
H 2.47 -1.04 -5.49  0.42
H 2.47 -0.66 -3.07  0.51
O 3.25 -0.71 -0.76  -0.44
S 4.15 -1.07 0.39  -0.03
C 3.47 -0.41 1.94  0.98
C 2.94 -1.57 2.77  0.21
C 3.79 -2.79 2.39  -0.97
C 3.79 -2.78 0.87  0.11
H 2.69 0.32 1.66  -0.94
H 4.29 0.12 2.42  0.47
H 1.89 -1.73 2.52  -0.59
H 2.99 -1.34 3.84  0.42
H 3.38 -3.73 2.78  0.37
H 4.81 -2.69 2.78  0.32
H 2.78 -2.97 0.48  -0.29
H 4.51 -3.45 0.39  0.48
C -3.03 -1.52 0.38  -1.44
N -1.72 -0.92 0.56  1.78
C -1.05 -1.40 1.80  -0.98
S 0.07 -0.07 2.36  -0.05
N -0.29 -2.60 1.47  1.28
C -0.83 -3.86 1.96  -1.18
H -3.47 -1.24 -0.59  0.37
H -3.73 -1.24 1.18  0.16
H -2.94 -2.61 0.40  0.29
H -1.84 0.09 0.63  -1.35
H -0.03 -2.66 0.49  -0.98
H -1.03 -3.76 3.02  0.34
H -0.09 -4.66 1.82  0.26
H -1.77 -4.19 1.49  0.19
C -0.34 -5.60 -1.38  -0.88
N -0.28 -4.52 -2.36  0.12
C -1.33 -3.53 -2.15  -0.77
C 1.01 -3.92 -2.38  -0.11
N 1.31 -3.00 -1.56  0.31
N 1.88 -4.49 -3.31  0.22
C 1.39 -5.03 -4.57  -1.17
C 3.23 -4.00 -3.37  -0.86
H -0.22 -5.22 -0.35  0.11
H 0.44 -6.33 -1.58  0.36
H -1.31 -6.09 -1.44  0.33
H -2.30 -4.01 -2.30  0.40
H -1.21 -2.72 -2.87  0.03
H -1.29 -3.08 -1.15  0.29
H 2.17 -2.50 -1.79  -0.34
H 0.33 -5.27 -4.47  0.41
H 1.94 -5.94 -4.82  0.32
H 1.52 -4.31 -5.38  0.31
H 3.62 -3.83 -2.37  0.24
H 3.31 -3.06 -3.94  0.22
H 3.86 -4.75 -3.85  0.33
C 0.65 1.11 1.08  -1.20
Ge -0.29 2.61 1.64  0.88
C -2.24 2.72 2.16  0.56
C -2.90 1.54 2.56  -0.01
C -4.26 1.53 2.82  -0.77
C -5.02 2.68 2.68  -0.57
C -4.40 3.86 2.30  -0.56
C -3.03 3.87 2.04  -0.46
C 0.50 2.80 3.52  -0.19
C 1.89 2.65 3.68  -0.18
C 2.50 2.75 4.93  -0.88
C 1.73 2.97 6.07  -0.41
C 0.36 3.11 5.93  -0.75
C -0.24 3.03 4.68  -0.28
C 0.11 4.50 1.04  -0.01
C 1.23 5.20 1.49  -0.32
C 1.55 6.47 1.01  -0.68
C 0.75 7.09 0.06  -0.51
C -0.38 6.42 -0.40  -0.80
C -0.68 5.15 0.07  -0.02
H -2.34 0.62 2.69  0.43
H -4.73 0.60 3.14  0.37
H -6.09 2.67 2.87  0.31
H -4.97 4.77 2.19  0.33
H -2.56 4.81 1.76  0.43
H 2.48 2.41 2.81  0.39
H 3.57 2.62 5.01  0.35
H 2.20 3.03 7.04  0.35
H -0.26 3.26 6.81  0.36
H -1.32 3.14 4.61  0.31
H 1.86 4.76 2.25  0.30
H 2.43 6.97 1.39  0.40
H 0.99 8.08 -0.30  0.33
H -1.02 6.88 -1.14  0.38
H -1.56 4.66 -0.31  0.24

**Energy relative to the best compared isomer or geometry (same formula, charge and spin)**: 66.3 kcal per mole
**HOMO-LUMO gap**: 3.29 eV
**Total charge**: -2

---

What is the energy relative to the best compared isomer or geometry (same formula, charge and spin) in the third record? 0.0 kcal per mole

---

Look up the total charge of the fourth one. -2

---

Look up the energy relative to the best compared isomer or geometry (same formula, charge and spin) of the second one. 0.0 kcal per mole